1.
Entry from OMol25: the molecule C6H4O (ωB97M-V/def2-TZVPD).

Structure (XYZ):
```
11
Properties=species:S:1:pos:R:3:forces:R:3:lowdin_charge:R:1
C 3.116 0.463 0.653 -0.636 -0.194 -0.248 0.203
C 1.997 0.021 0.166 0.487 0.286 0.372 -0.207
C 0.551 0.020 0.303 -0.051 0.169 -0.205 -0.314
C -0.399 0.988 0.224 0.139 -0.058 -0.051 -0.012
C -1.616 0.311 -0.107 -0.083 -0.125 0.026 -0.058
C -1.310 -1.008 -0.166 -0.264 0.071 -0.049 -0.114
O 0.000 -1.205 0.090 0.026 -0.007 -0.171 0.030
H 2.335 -0.501 -0.751 0.415 -0.032 0.099 0.124
H -0.239 2.053 0.325 0.008 -0.200 -0.072 0.118
H -2.568 0.761 -0.343 0.037 -0.069 0.205 0.104
H -1.865 -1.904 -0.395 -0.079 0.158 0.094 0.125
```
Positions in Å, forces in eV/Å.

Calculated values
Max |F| in Eh/bohr: 0.0138
E_LUMO in eV: -0.3203
Gap between HOMO and LUMO in hartree: 0.3177



2.
Entry from OMol25: a cluster of 2 separate species, C6H4O in total in a non-equilibrium geometry (ωB97M-V/def2-TZVPD).

Structure (XYZ):
```
11
Properties=species:S:1:pos:R:3:forces:R:3:lowdin_charge:R:1
C 0.762 -1.475 1.208 0.902 -1.010 -0.313 -0.038
C 0.910 -1.281 -0.090 -0.309 0.291 0.280 -0.137
C 0.831 -0.823 -1.281 -0.045 -0.102 0.206 0.003
C 0.062 0.123 -1.819 0.143 -0.118 -1.433 -0.230
O -0.458 0.790 -2.609 0.385 -0.460 0.850 0.196
H 0.095 -2.246 1.572 -0.048 0.021 -0.033 0.082
H 1.482 -1.063 1.906 -0.037 0.065 -0.046 0.085
C -0.743 0.942 0.395 -0.112 0.406 1.185 -0.048
C -1.145 2.039 0.053 0.250 -0.822 0.448 0.019
H -0.293 -0.017 0.915 -1.316 2.319 -1.222 0.035
H -1.503 3.012 -0.249 0.187 -0.591 0.079 0.033
```
Positions in Å, forces in eV/Å.

Calculated values
Max |F| in Eh/bohr: 0.0570
E_LUMO in eV: -0.3671
Gap between HOMO and LUMO in hartree: 0.3204
SMILES: C=C=C=C=O.C#C



Question: The lowest max |F| belongs to which entry?
Answer: number 1



Question: The lowest gap between HOMO and LUMO belongs to which entry?
Answer: number 1



Question: Which value of max |F| does entry 1 give?
Answer: 0.0138 Eh/bohr